The following is a quantum chemistry calculation of C8H9I2N2 as an isolated structure, from the Open Molecules 2025 dataset.

Each line ends with the Mulliken spin population.
Positions of all 21 atoms, in Å:
C: -1.732 -1.046 2.709  0.19
C: -1.008 -2.152 2.276  -0.07
C: -1.830 0.044 1.806  -0.06
C: -0.342 -2.217 1.012  0.16
C: -0.985 0.057 0.743  0.15
C: -0.248 -1.047 0.280  0.03
C: 1.051 0.853 -1.168  0.37
C: 0.926 1.205 -2.669  0.00
N: 0.466 -0.894 -0.851  0.62
N: 1.660 1.576 -0.289  0.06
I: 0.202 -2.102 -2.416  0.21
I: 1.792 1.301 1.808  0.36
H: -2.376 -0.988 3.579  0.01
H: -1.142 -3.049 2.947  0.00
H: -2.525 0.949 1.936  0.00
H: 0.322 -3.016 0.853  0.00
H: -0.834 0.837 -0.003  -0.01
H: 1.755 0.754 -3.127  0.00
H: 0.958 2.302 -2.893  0.00
H: -0.025 0.859 -3.055  0.02
H: 2.037 2.480 -0.493  -0.01

## Properties
E_tot   -27610.732 eV
Total charge   +1
HOMO energy (spin up / spin down)   -10.18 / -12.67 eV
2S+1   3
⟨S²⟩   2.050
Kohn-Sham gap (spin up / spin down)   0.2002 / 0.2279 Eh
LUMO energy (spin up / spin down)   -4.728 / -6.465 eV